[1]
Density functional theory data (ωB97M-V/def2-TZVPD) for 2 unconnected molecules or ions with the total composition C12H28NO6P in a non-equilibrium geometry.

Cartesian coordinates (Å):
C1 -1.29 -0.42 0.41
C2 -0.67 -1.78 0.13
O1 0.53 -1.98 0.87
P1 0.42 -2.21 2.49
O2 -0.12 -3.61 2.57
O3 2.00 -2.52 2.84
C3 2.39 -3.74 3.47
C4 2.77 -4.78 2.44
O4 0.74 -0.59 2.78
C5 0.16 -0.03 3.98
C6 0.69 -0.69 5.24
H1 -1.67 -0.37 1.43
H2 -2.12 -0.24 -0.27
H3 -0.55 0.37 0.29
H4 -1.38 -2.58 0.35
H5 -0.40 -1.86 -0.92
H6 1.60 -4.10 4.13
H7 3.25 -3.51 4.10
H8 2.03 -4.87 1.65
H9 2.89 -5.76 2.91
H10 3.72 -4.51 1.96
H11 -0.93 -0.11 3.92
H12 0.41 1.03 3.99
H13 0.39 -1.75 5.28
H14 0.29 -0.20 6.12
H15 1.78 -0.67 5.26
C7 1.48 1.43 -2.56
C8 1.46 2.32 -3.83
C9 0.21 3.26 -4.00
C10 -0.60 3.56 -2.70
C11 -1.63 2.47 -2.32
N1 -2.59 2.32 -3.47
C12 -3.69 1.52 -3.11
O5 -3.89 0.49 -3.67
O6 -4.58 1.95 -2.15
H16 0.83 0.55 -2.68
H17 1.28 1.97 -1.62
H18 2.51 1.03 -2.47
H19 2.38 2.92 -3.89
H20 1.44 1.63 -4.69
H21 -0.47 2.93 -4.80
H22 0.60 4.24 -4.34
H23 -1.16 4.49 -2.88
H24 0.10 3.79 -1.87
H25 -2.18 2.77 -1.42
H26 -1.18 1.47 -2.19
H27 -2.10 1.76 -4.16
H28 -5.17 2.58 -2.60

Computed properties:
SMILES string   CCOP(=O)(OCC)OCC.CCCCCNC(=O)O
Orbital gap   9.518 eV
Max |F|   8.0 eV Å⁻¹
Electronic energy   -35962.1898 eV

---

[2]
Density functional theory data (ωB97M-V/def2-TZVPD) for 7 unconnected molecules or ions with the total composition C12H29BN8O16 in a non-equilibrium geometry.

Cartesian coordinates (Å):
H1 0.96 -0.36 -0.93
N1 1.13 -0.41 0.07
C1 0.02 -0.31 0.64
C2 0.02 -0.34 2.15
C3 -1.25 -0.16 -0.20
B1 -2.54 0.20 0.66
C4 -3.60 -0.91 1.02
C5 -4.88 -0.37 1.70
C6 -5.98 -1.44 1.59
O1 -5.74 -2.56 1.58
O2 -7.25 -0.99 1.51
O3 -2.67 1.57 1.03
N2 -2.73 1.79 2.42
O4 -3.55 2.57 2.68
H2 -0.05 0.67 2.56
H3 -0.76 -0.98 2.56
H4 0.99 -0.72 2.47
H5 -1.08 0.68 -0.88
H6 -1.40 -1.08 -0.77
H7 -3.92 -1.36 0.08
H8 -3.18 -1.67 1.69
H9 -4.70 -0.12 2.75
H10 -5.24 0.51 1.16
H11 -7.22 -0.09 1.86
C7 4.55 -0.85 -0.24
N3 5.75 -0.88 0.65
O5 5.58 -0.64 1.84
O6 6.82 -1.15 0.14
H12 3.68 -0.61 0.35
H13 4.74 -0.10 -1.00
H14 4.46 -1.84 -0.68
C8 -9.67 0.77 -0.51
N4 -10.12 1.59 0.65
O7 -9.38 1.65 1.62
O8 -11.20 2.13 0.55
H15 -8.70 0.35 -0.28
H16 -10.41 -0.01 -0.67
H17 -9.61 1.43 -1.37
C9 8.49 0.92 -2.31
N5 7.25 1.49 -2.91
O9 6.18 1.03 -2.56
O10 7.39 2.39 -3.72
H18 8.21 0.14 -1.61
H19 9.09 0.52 -3.12
H20 9.01 1.73 -1.80
C10 1.81 -4.64 -1.44
N6 0.89 -3.78 -0.63
O11 -0.11 -3.36 -1.17
O12 1.22 -3.57 0.52
H21 1.39 -4.74 -2.43
H22 2.77 -4.15 -1.46
H23 1.87 -5.60 -0.94
C11 8.00 0.98 2.46
N7 9.21 1.45 1.72
O13 9.31 1.11 0.56
O14 10.00 2.14 2.32
H24 7.40 0.38 1.79
H25 8.34 0.39 3.30
H26 7.46 1.86 2.79
C12 -4.10 3.02 -2.54
N8 -3.58 1.79 -3.20
O15 -4.00 0.71 -2.80
O16 -2.78 1.94 -4.10
H27 -4.80 2.73 -1.77
H28 -3.24 3.54 -2.12
H29 -4.58 3.62 -3.30

Computed properties:
SMILES string   [H]/N=C(/C)CB(CCC(=O)O)ON=O.C[N+](=O)[O-].C[N+](=O)[O-].C[N+](=O)[O-].C[N+](=O)[O-].C[N+](=O)[O-].C[N+](=O)[O-]
Orbital gap   9.386 eV
Max |F|   5.4 eV Å⁻¹
Electronic energy   -58252.8484 eV

---

[3]
Density functional theory data (ωB97M-V/def2-TZVPD) for 2 unconnected molecules or ions with the total composition C12H29Cl2FN5 in a non-equilibrium geometry.

Cartesian coordinates (Å):
C1 1.87 0.06 -1.80
C2 1.72 1.54 -1.40
C3 2.44 1.86 -0.09
F1 3.31 2.94 -0.22
N1 1.51 2.24 1.04
C4 2.00 1.81 2.40
C5 0.98 0.92 3.11
C6 0.46 -0.29 2.30
C7 -1.04 -0.15 2.05
N2 -1.69 -1.38 1.59
C8 -0.93 -2.28 0.78
N3 -0.08 -3.06 1.33
N4 -1.22 -2.15 -0.61
C9 1.18 3.75 1.06
N5 0.47 4.24 -0.06
C10 -0.94 3.85 -0.19
H1 2.89 -0.30 -1.60
H2 1.17 -0.57 -1.25
H3 1.67 -0.07 -2.86
H4 0.65 1.77 -1.31
H5 2.14 2.19 -2.17
H6 3.04 1.02 0.26
H7 0.63 1.77 0.85
H8 2.18 2.72 2.99
H9 2.97 1.31 2.28
H10 1.47 0.57 4.03
H11 0.14 1.55 3.45
H12 1.01 -0.40 1.36
H13 0.63 -1.22 2.86
H14 -1.51 0.12 3.00
H15 -1.25 0.68 1.35
H16 -2.53 -1.14 1.09
H17 0.38 -3.65 0.63
H18 -0.54 -2.66 -1.16
H19 -2.14 -2.49 -0.87
H20 2.13 4.27 1.19
H21 0.58 3.88 1.97
H22 0.98 4.15 -0.92
H23 -1.23 3.13 0.58
H24 -1.14 3.41 -1.18
H25 -1.59 4.73 -0.09
Cl1 -1.17 -3.68 -3.76
C11 -2.13 -5.10 -3.27
C12 -3.61 -4.82 -3.25
Cl2 -4.04 -3.64 -1.98
H26 -1.78 -5.41 -2.29
H27 -1.92 -5.90 -3.99
H28 -4.15 -5.74 -3.03
H29 -3.96 -4.42 -4.20

Computed properties:
Total charge   +1
Orbital gap   9.855 eV
Max |F|   1.0 eV Å⁻¹
Electronic energy   -48120.9508 eV

---

[4]
Density functional theory data (ωB97M-V/def2-TZVPD) for 6 unconnected molecules or ions with the total composition C12H29Cl2N5O5 in a non-equilibrium geometry.

Cartesian coordinates (Å):
C1 -0.12 0.66 0.95
C2 0.09 -0.14 -0.31
N1 1.05 0.23 -1.19
O1 -0.52 -1.20 -0.47
H1 0.58 1.50 0.96
H2 0.20 0.01 1.76
H3 -1.15 0.97 1.09
H4 1.25 -0.42 -1.93
H5 1.22 1.22 -1.27
C3 -2.07 -1.93 2.88
C4 -2.93 -2.62 1.88
N2 -2.37 -3.04 0.70
O2 -4.12 -2.85 2.10
H6 -1.16 -1.61 2.36
H7 -1.84 -2.50 3.77
H8 -2.63 -1.05 3.21
H9 -3.08 -3.58 0.22
H10 -1.76 -2.48 0.10
C5 -2.44 3.96 -0.66
C6 -0.99 4.03 -1.06
N3 -0.51 5.28 -1.26
O3 -0.24 3.06 -1.16
H11 -2.56 3.38 0.24
H12 -2.98 3.45 -1.47
H13 -2.97 4.92 -0.64
H14 0.45 5.30 -1.54
H15 -1.17 6.03 -1.34
C7 4.83 0.48 -2.28
C8 5.88 0.66 -3.36
N4 7.00 1.32 -3.02
O4 5.76 0.16 -4.48
H16 4.51 1.49 -2.00
H17 5.36 0.17 -1.38
H18 3.98 -0.16 -2.45
H19 7.67 1.38 -3.77
H20 7.05 1.76 -2.12
C9 2.00 -2.77 2.38
C10 1.86 -2.66 3.91
N5 0.89 -3.43 4.46
O5 2.47 -1.80 4.53
H21 1.03 -3.01 1.95
H22 2.66 -3.61 2.14
H23 2.30 -1.78 2.07
H24 0.84 -3.33 5.47
H25 0.64 -4.33 4.09
Cl1 -6.01 -0.92 -0.68
C11 -4.36 -0.36 -1.05
C12 -4.11 -0.04 -2.49
Cl2 -2.45 0.61 -2.61
H26 -3.60 -0.97 -0.58
H27 -4.35 0.59 -0.52
H28 -4.78 0.75 -2.84
H29 -4.27 -0.79 -3.27

Computed properties:
SMILES string   CC(N)=O.CC(N)=O.CC(N)=O.CC(N)=O.CC(N)=O.ClCCCl
Orbital gap   9.489 eV
Max |F|   2.3 eV Å⁻¹
Electronic energy   -55649.9242 eV

---

[5]
Density functional theory data (ωB97M-V/def2-TZVPD) for 2 unconnected molecules or ions with the total composition C12H29N2O2.

Cartesian coordinates (Å):
C1 -3.76 -3.04 0.42
C2 -3.95 -1.71 -0.31
C3 -4.28 -0.57 0.65
C4 -4.36 0.83 0.01
C5 -5.35 1.72 0.82
C6 -3.03 1.54 -0.17
O1 -3.19 2.47 -1.32
C7 -1.87 0.69 -0.58
C8 -0.52 1.41 -0.52
N1 0.10 1.42 0.82
H1 -4.63 -3.29 1.03
H2 -2.90 -2.99 1.10
H3 -3.58 -3.87 -0.27
H4 -3.05 -1.48 -0.88
H5 -4.76 -1.80 -1.03
H6 -5.24 -0.82 1.11
H7 -3.55 -0.54 1.47
H8 -4.82 0.70 -0.99
H9 -6.09 1.13 1.37
H10 -5.90 2.40 0.16
H11 -4.77 2.33 1.52
H12 -3.82 3.14 -1.02
H13 -1.80 -0.18 0.08
H14 -1.97 0.31 -1.63
H15 0.17 0.92 -1.23
H16 -0.67 2.44 -0.85
H17 1.07 1.14 0.75
H18 -0.38 0.74 1.41
C9 4.32 0.20 1.23
C10 4.08 -0.73 0.04
C11 5.35 -1.38 -0.51
O2 6.20 -0.52 -1.25
C12 7.10 0.25 -0.50
N2 3.31 -0.01 -0.97
H19 4.75 1.15 0.90
H20 3.38 0.42 1.72
H21 5.00 -0.25 1.96
H22 3.45 -1.56 0.39
H23 5.06 -2.17 -1.21
H24 5.92 -1.84 0.31
H25 7.48 -0.32 0.36
H26 6.66 1.18 -0.13
H27 7.94 0.50 -1.15
H28 3.00 -0.64 -1.70
H29 3.91 0.68 -1.42

Computed properties:
Total charge   -1
Orbital gap   3.436 eV
Max |F|   0.3 eV Å⁻¹
Electronic energy   -19987.2074 eV